Record 1
Density functional theory data (ωB97M-V/def2-TZVPD) for 3 unconnected molecules or ions with the total composition C13H21BrF6O5P.

Output
HOMO-LUMO gap = 4.174 eV
Net charge = -1
2S+1 = 1
Lowest unoccupied orbital energy = 1.9434 eV
Calculated total energy = -119696.326 eV

```
47
Properties=species:S:1:pos:R:3:forces:R:3:lowdin_charge:R:1
C -3.54324 0.35895 4.26535 0.1 0.0 0.0 -0.19
C -3.21972 -1.05509 4.70842 -0.1 -0.1 -0.2 -0.76
Br -4.16806 -1.37604 6.41308 0.0 0.0 0.1 0.57
C -1.72926 -1.33903 4.84730 -0.1 0.2 -0.1 -0.43
C -1.32932 -2.74645 5.18324 0.5 0.2 0.4 -0.50
P 0.13146 -3.42034 4.54539 -0.1 -0.1 -0.1 0.68
C 1.40373 -2.03681 4.35850 0.0 0.1 0.2 -0.34
O -0.10302 -3.56423 2.86198 0.1 -0.2 -0.2 -0.42
H -3.20329 1.08098 5.00952 0.0 0.0 0.0 0.06
H -4.61074 0.50581 4.10526 0.0 0.0 0.0 0.06
H -3.01831 0.56180 3.32665 0.0 0.0 0.0 0.07
H -3.65984 -1.78891 4.03467 0.0 0.0 0.1 0.08
H -1.33033 -0.55142 5.51796 0.0 -0.1 0.0 0.10
H -1.35014 -1.10052 3.83827 0.0 0.1 0.1 0.09
H -1.34737 -2.97316 6.25588 -0.3 -0.1 -0.1 -0.03
H 1.08820 -1.21346 3.70257 -0.1 0.0 0.0 0.00
H 1.54601 -1.62964 5.36334 0.1 0.1 0.0 0.01
H 2.36523 -2.41353 3.99410 -0.1 0.0 0.0 0.00
H 0.04254 -2.73230 2.40133 -0.1 0.1 0.1 -0.02
C -1.26117 -0.10929 -3.31090 0.1 0.0 0.0 -0.05
C -0.56851 -1.45239 -3.26843 0.0 0.0 0.0 -0.19
O 0.62111 -1.40399 -2.44246 0.0 0.0 0.0 0.02
C 0.41351 -1.51142 -1.13505 0.2 -0.1 0.1 -0.40
O -0.62911 -1.64160 -0.57337 -0.1 0.1 0.0 0.18
C 1.77225 -1.50561 -0.38857 -0.1 0.0 0.0 -0.54
F 2.54936 -0.49244 -0.81201 0.0 0.0 0.0 0.15
F 2.42811 -2.64952 -0.62572 0.0 0.1 0.0 0.17
F 1.58690 -1.37474 0.91456 0.1 0.0 -0.1 0.18
H -0.57348 0.66961 -3.63786 0.0 0.0 0.0 0.06
H -2.09300 -0.14615 -4.01491 0.0 0.0 0.0 0.09
H -1.65267 0.15973 -2.33105 0.0 0.0 0.0 0.08
H -0.19321 -1.74601 -4.24627 0.0 0.0 0.0 0.12
H -1.22302 -2.23329 -2.88343 0.0 0.0 0.0 0.13
C 2.79994 2.62839 -2.24616 0.0 0.0 0.0 -0.06
C 2.60358 3.84478 -3.11746 0.0 0.0 0.0 -0.18
O 2.20545 3.45475 -4.46098 0.0 0.0 0.0 0.03
C 0.93040 3.15888 -4.61634 -0.1 0.1 -0.2 -0.41
O 0.05567 3.22107 -3.80402 0.0 0.0 0.1 0.16
C 0.65074 2.75268 -6.08748 0.0 -0.1 0.1 -0.54
F 1.58185 1.91435 -6.55587 -0.1 0.0 0.0 0.16
F 0.64123 3.84289 -6.86881 0.0 0.0 0.0 0.16
F -0.53865 2.16026 -6.17800 0.1 0.0 0.0 0.17
H 3.53287 1.95271 -2.68604 0.0 0.0 0.0 0.09
H 3.16266 2.93985 -1.26662 0.0 0.0 0.0 0.09
H 1.86376 2.09160 -2.10417 0.0 0.0 0.0 0.07
H 3.52735 4.39718 -3.26919 0.0 0.0 0.0 0.12
H 1.84156 4.51109 -2.71621 0.0 0.0 0.0 0.12
```
Positions in Å, forces in eV/Å.

Record 2
Density functional theory data (ωB97M-V/def2-TZVPD) for a molecular structure, C5H6O4.

Output
HOMO-LUMO gap (alpha / beta) = 4.048 / 7.889 eV
Net charge = -1
2S+1 = 2
Lowest unoccupied orbital energy (alpha / beta) = 3.4252 / 3.4198 eV
ΔE to the lowest compared entry with this formula, charge and spin = 2.165 eV
Calculated total energy = -13468.828 eV

```
15
Properties=species:S:1:pos:R:3:forces:R:3:mulliken_spin:R:1
O 2.36080 -1.45903 -1.51143 -0.3 1.0 1.2 0.11
C 0.61675 -0.04747 -0.56449 -0.5 -0.4 0.2 0.15
C 2.02684 -0.55884 -0.71517 0.1 -0.8 -1.0 0.11
H 2.76721 -0.09844 -0.02628 -0.2 -0.1 -0.1 0.03
H 0.00325 -0.48740 -1.37899 0.2 0.1 0.0 0.04
O 0.15019 -0.41960 0.69628 0.9 -0.1 -0.1 -0.11
C 0.62985 1.45580 -0.79521 -0.3 0.3 1.6 0.01
O 0.33968 2.30116 0.02481 0.1 -0.2 -0.7 0.01
O 1.06568 1.77213 -2.02422 0.1 0.1 -1.0 0.01
H 1.00672 2.72994 -2.14633 0.0 0.0 0.3 0.00
C -2.22156 -1.10008 2.15652 0.2 0.4 -0.6 -0.08
C -1.65904 -0.88744 0.97671 -0.2 0.0 -0.1 0.65
H -1.65642 -1.01392 3.08897 -0.1 -0.1 -0.2 0.04
H -2.13198 -0.90293 -0.00964 -0.1 -0.1 0.4 0.04
H -3.29796 -1.28388 2.22846 0.0 -0.1 0.2 0.01
```
Positions in Å, forces in eV/Å.

Record 3
Density functional theory data (ωB97M-V/def2-TZVPD) for 10 unconnected molecules or ions with the total composition C4H29N2O10.

Output
HOMO-LUMO gap = 8.127 eV
Net charge = -1
2S+1 = 1
Lowest unoccupied orbital energy = 2.7120 eV
ΔE to the lowest compared entry with this formula, charge and spin = 3.568 eV
Calculated total energy = -28074.297 eV

```
45
Properties=species:S:1:pos:R:3:forces:R:3:lowdin_charge:R:1
N 0.65601 1.17950 0.45313 1.4 0.1 0.1 0.03
C 0.76406 0.17243 -0.58268 1.5 0.4 0.8 -0.34
C 0.43441 0.79087 -1.95118 -2.6 -0.1 1.5 -0.14
C 0.54115 -0.09780 -3.16262 0.6 -0.2 0.0 -0.25
O -0.12166 -1.36151 -3.13274 -0.2 0.1 0.8 -0.11
C 2.18122 -0.48473 -0.54203 -1.6 0.8 -0.2 -0.25
N 2.49831 -1.21920 0.64005 1.3 0.9 -0.2 0.02
H 1.07413 2.11806 0.38621 1.1 -1.6 0.1 0.11
H 0.11196 1.00425 1.28344 0.5 -0.2 0.1 0.05
H 0.03401 -0.52349 -0.20135 -0.3 -0.7 -0.8 0.11
H -0.60210 1.07051 -1.74968 -0.3 -0.4 -0.4 0.08
H 0.78698 1.81637 -2.02621 1.0 -0.1 -0.5 0.13
H 0.18894 0.36641 -4.08815 0.3 0.4 0.2 0.12
H 1.62002 -0.27970 -3.20104 0.1 -0.2 -0.8 0.10
H 2.22243 -1.09780 -1.43047 0.6 -0.4 -0.2 0.08
H 2.81604 0.40024 -0.63226 0.6 -0.3 -0.2 0.12
H 2.58217 -0.58011 1.42460 -0.5 -0.8 0.1 0.06
H 2.06019 -2.10897 0.76481 -0.5 0.0 0.5 0.04
H -0.38049 -3.73056 2.15605 0.6 -0.5 0.3 0.02
H -0.59127 -2.37038 1.77410 0.9 0.2 0.7 0.00
O 0.16206 -2.93105 2.17439 -1.4 0.2 -0.9 -0.13
H -2.06390 1.96312 -2.21849 -0.1 -0.6 0.2 -0.01
H -1.79986 3.05487 -1.11211 0.5 -0.4 0.1 -0.01
O -2.00470 2.89255 -2.04837 -0.6 1.2 -0.7 -0.08
H -0.66703 -1.51344 -2.31567 0.4 0.4 -0.4 0.05
H -2.60773 -1.07768 -1.07683 0.2 -0.1 -0.6 0.05
O -1.83737 -1.65174 -0.94756 -1.0 0.3 1.1 -0.13
H -1.90648 0.01904 1.73192 -0.8 -0.2 -0.5 0.00
H -2.99974 1.08553 2.00182 -0.2 -0.1 -0.4 0.07
O -2.06363 1.02631 1.78367 -2.1 0.4 -1.1 -0.15
H 1.31864 -2.86101 -3.14453 -0.3 -0.7 0.1 0.02
H 1.30462 -3.27022 -1.74389 -0.1 -0.2 0.7 0.01
O 1.43264 -3.67121 -2.60083 0.3 0.7 -0.7 -0.08
H -1.96189 -1.69411 0.08758 0.5 -0.4 -0.8 0.00
H -2.60514 -1.89851 2.31514 0.7 0.4 -1.2 0.03
O -2.05905 -1.52456 1.57861 -0.3 -0.1 1.4 -0.36
H 1.42116 2.35216 2.93663 -0.1 -0.9 0.0 0.01
H 2.90413 1.96309 2.47306 -0.3 -0.7 0.1 0.02
O 2.27927 2.65841 2.64608 0.3 1.6 0.0 -0.05
H -1.30215 1.27939 3.24770 1.1 -0.1 0.0 0.03
H -0.75978 -0.05699 3.00513 0.5 -0.7 0.2 0.01
O -0.45837 0.78772 3.33932 0.9 0.4 1.8 -0.09
H -0.16239 2.43619 0.46193 -0.8 0.3 -0.7 -0.08
H -1.56500 2.47754 0.80391 0.5 0.8 -0.1 0.03
O -0.87480 3.09019 0.43941 -2.3 1.1 0.7 -0.11
```
Positions in Å, forces in eV/Å.

Record 4
Density functional theory data (ωB97M-V/def2-TZVPD) for 2 unconnected molecules or ions with the total composition C3H4S5.

Output
HOMO-LUMO gap = 7.746 eV
Net charge = 0
2S+1 = 1
Lowest unoccupied orbital energy = -0.4760 eV
ΔE to the lowest compared entry with this formula, charge and spin = 1.951 eV
Calculated total energy = -57349.479 eV

```
12
Properties=species:S:1:pos:R:3:forces:R:3:lowdin_charge:R:1
C -3.02271 -0.00067 0.23594 0.2 -0.4 -0.1 -1.70
C 1.49905 0.49980 -0.34060 -1.0 -0.3 -2.2 -0.65
C 1.15058 -0.53864 0.39392 1.5 0.5 2.5 -0.74
S -2.67082 -0.34301 -1.45738 -0.2 -0.9 -0.1 0.50
S -2.45596 1.44571 -0.43013 0.3 1.5 0.1 0.54
S -3.46648 -0.63858 1.61492 -0.2 -0.2 0.1 0.66
S 1.86725 2.05494 0.34228 0.2 0.6 -0.1 0.73
S 0.66217 -2.02676 -0.19335 -0.8 -2.7 -1.3 0.73
H 1.32121 0.31496 -1.45213 0.5 0.8 1.4 0.10
H 1.30504 -0.66454 1.47624 -0.1 1.1 -0.3 0.07
H 2.32482 2.71340 -0.75084 -0.1 -0.5 0.2 -0.13
H 1.48586 -2.81661 0.56114 -0.4 0.5 -0.3 -0.11
```
Positions in Å, forces in eV/Å.

Record 5
Density functional theory data (ωB97M-V/def2-TZVPD) for 2 unconnected molecules or ions with the total composition C5H8N2O2.

Output
HOMO-LUMO gap = 7.558 eV
Net charge = 0
2S+1 = 1
Lowest unoccupied orbital energy = -0.2985 eV
ΔE to the lowest compared entry with this formula, charge and spin = 9.521 eV
Calculated total energy = -12381.414 eV

```
17
Properties=species:S:1:pos:R:3:forces:R:3:lowdin_charge:R:1
C -2.72859 -1.02277 -0.10664 0.2 2.5 -0.5 -0.03
C -1.35911 -0.41740 -0.15639 1.7 2.3 1.1 -0.24
C -1.22275 0.94370 -0.35650 1.3 -2.5 0.5 -0.06
C 0.92282 1.13525 0.57063 -2.4 -4.6 -3.1 -0.11
C 0.90839 -0.43621 0.28846 4.3 -1.6 -0.6 -0.28
H -3.28577 0.03362 -0.35372 0.3 -3.4 0.1 0.14
H -2.80227 -1.93532 -0.71392 -0.5 0.7 -0.3 0.08
H -3.01628 -1.28748 0.89963 0.0 0.0 0.4 0.07
H -2.02716 1.48375 -0.75106 -0.9 0.8 -0.4 0.10
H 1.69608 1.41211 -0.02424 3.1 1.4 -0.2 0.01
H 0.87100 1.29683 1.57678 -0.1 0.9 2.6 0.11
H 4.13821 -1.14691 -0.43912 -4.2 2.6 0.3 0.15
H 3.10048 1.10262 0.09373 1.2 -3.8 -1.4 0.22
N 2.00561 -1.17829 0.01267 -1.9 3.2 -0.5 -0.05
N 3.06776 -0.50921 -0.57379 2.8 0.6 1.9 -0.10
O -0.06318 1.69818 -0.23281 -2.6 0.0 -0.2 -0.05
O -0.20524 -1.17247 0.26627 -2.4 0.9 0.2 0.04
```
Positions in Å, forces in eV/Å.

Record 6
Density functional theory data (ωB97M-V/def2-TZVPD) for a molecular structure, C22H15F2NOS3SeTc.

Output
HOMO-LUMO gap = 6.575 eV
Net charge = +1
2S+1 = 1
Lowest unoccupied orbital energy = -5.1704 eV
ΔE to the lowest compared entry with this formula, charge and spin = 0.000 eV
Calculated total energy = -132070.374 eV

```
46
Properties=species:S:1:pos:R:3:forces:R:3:lowdin_charge:R:1
Tc 1.53731 -1.24475 0.26881 0.5 0.2 -0.1 1.20
Se 2.55254 -2.37514 -1.62339 0.1 -0.1 0.0 0.70
C 4.00670 -2.04144 -0.51725 -0.2 -0.1 -0.2 -0.76
N 4.76808 -1.73949 0.29642 0.0 0.0 0.1 0.09
O 1.86718 0.58619 0.15830 -0.1 -0.1 0.1 -0.32
C 0.95826 1.63675 -0.20869 0.1 -0.1 -0.1 -0.55
C 0.31750 1.03524 -1.43219 0.0 0.0 0.1 -0.39
C -0.67126 -0.04596 -1.31909 0.1 0.1 -0.1 -0.29
C -0.87569 -0.59917 -2.68374 0.0 0.0 0.0 -0.07
C -0.11902 -0.02151 -3.61854 0.1 0.0 0.1 -0.28
S 0.90114 1.24573 -2.95064 -0.1 0.0 0.0 1.25
C -0.05211 1.85859 0.89254 0.0 -0.1 0.0 -0.47
C -0.01325 1.36158 2.16041 0.0 0.0 0.0 -0.10
C -1.13690 1.76092 2.93673 0.0 0.1 0.0 -0.15
C -1.99509 2.55081 2.24176 0.0 0.0 0.0 -0.38
S -1.45495 2.82001 0.63873 0.0 0.0 0.0 1.08
C 1.78169 2.84985 -0.54961 -0.1 0.1 0.0 -0.52
C 1.34192 4.01475 -1.11417 0.0 0.0 0.0 -0.14
C 2.38933 4.95397 -1.28768 0.0 0.0 0.0 -0.16
C 3.58341 4.47568 -0.83870 0.0 0.1 0.0 -0.38
S 3.45899 2.89626 -0.21208 0.0 -0.1 0.0 1.11
H -1.59862 0.35714 -0.89197 0.0 0.0 0.0 0.15
H -1.57887 -1.39791 -2.87359 0.0 0.0 0.0 0.14
H -0.07589 -0.22690 -4.67660 0.0 0.0 0.0 0.09
H 0.80313 0.76965 2.54860 0.0 0.0 0.0 0.11
H -1.28358 1.48797 3.97067 0.0 0.0 0.0 0.11
H -2.90961 3.00688 2.58376 0.0 0.0 0.0 0.08
H 0.31406 4.20751 -1.39113 0.0 0.0 0.0 0.11
H 2.25799 5.93328 -1.72118 0.0 0.0 0.0 0.11
H 4.53945 4.97314 -0.85061 0.0 0.0 0.0 0.08
F 1.87560 -2.00653 3.02470 0.0 0.0 0.0 0.04
C 1.01336 -2.15904 2.00721 0.0 0.0 0.1 -0.39
F 1.39058 -3.29038 1.26615 0.0 -0.1 0.0 -0.08
H 0.00331 -2.31423 2.38769 0.0 0.0 0.0 0.13
C -0.18543 -1.18407 -0.34252 -0.3 0.0 -0.1 -0.23
C -1.30635 -2.10246 -0.04538 0.1 0.0 0.0 -0.27
C -1.18097 -3.47312 -0.27295 0.0 0.0 0.0 -0.04
C -2.23025 -4.32538 0.03658 0.0 0.0 0.0 -0.05
C -3.39256 -3.82177 0.60273 0.0 0.0 0.0 -0.06
C -3.51384 -2.46063 0.85158 0.0 0.0 0.0 -0.05
C -2.48315 -1.59912 0.51567 0.0 0.0 0.0 -0.03
H -0.26675 -3.86765 -0.69840 0.0 0.0 0.0 0.10
H -2.13541 -5.38520 -0.15629 0.0 0.0 0.0 0.12
H -4.20436 -4.49069 0.85394 0.0 0.0 0.0 0.11
H -4.41494 -2.06996 1.30458 0.0 0.0 0.0 0.11
H -2.58271 -0.53939 0.72881 0.0 0.0 0.0 0.11
```
Positions in Å, forces in eV/Å.

| no. | maximum force (eV Å⁻¹) |
| --- | --- |
| 1 | 0.6 |
| 2 | 1.6 |
| 3 | 3.0 |
| 4 | 3.0 |
| 5 | 6.0 |
| 6 | 0.5 |